15 unconnected molecules or ions with the total composition C8H26B2O29 at a distorted geometry. Source: OMol25; level of theory: ωB97M-V/def2-TZVPD.

Positions of all 65 atoms, in Å:
1 O 1.2860 1.9549 -3.0032
2 C 0.0797 1.8337 -3.2500
3 O -0.8230 2.7826 -3.5417
4 B -2.1905 2.1537 -3.5822
5 O -1.9785 0.6831 -3.6065
6 C -0.7072 0.4614 -3.3917
7 O -0.2182 -0.6193 -3.2712
8 O -3.1735 2.5443 -4.6390
9 C -4.2136 3.0234 -4.1415
10 O -5.1526 3.5256 -4.7714
11 C -4.1555 2.7856 -2.6379
12 O -2.8677 2.6030 -2.3558
13 O -5.0637 2.9682 -1.8020
14 O -0.8509 2.0773 -0.2942
15 C -0.2536 1.2187 0.3440
16 O -0.4293 -0.0979 0.2123
17 B 0.3572 -0.8197 1.2168
18 O 1.0689 0.2729 1.8925
19 C 0.7811 1.4225 1.4124
20 O 1.1053 2.5895 1.8125
21 O -0.4746 -1.6081 2.1717
22 C -0.1488 -2.9192 1.9924
23 O -0.5720 -3.8477 2.6112
24 C 1.1392 -2.9732 1.1403
25 O 1.3384 -1.7804 0.6433
26 O 1.9628 -3.8861 0.8963
27 O 3.3928 4.2894 0.5804
28 H 3.2276 5.0328 1.1604
29 H 2.5322 4.0658 0.2258
30 O -3.3498 0.0972 3.4217
31 H -2.5310 0.5929 3.4362
32 H -3.0755 -0.8197 3.4373
33 O -3.4580 -3.6309 0.8185
34 H -2.9852 -3.0719 1.4351
35 H -3.9801 -4.2112 1.3724
36 O -2.9065 -0.5742 -1.3188
37 H -2.2017 -0.8387 -0.7277
38 H -2.5325 -0.6670 -2.1950
39 O 0.8511 -5.9128 -0.7515
40 H 0.2600 -5.3394 -1.2394
41 H 1.2636 -5.3390 -0.1059
42 O 3.9799 -3.1213 -0.8747
43 H 3.2714 -2.5476 -0.5827
44 H 3.8470 -3.2054 -1.8189
45 O -0.9752 -5.7296 4.4584
46 H -0.3772 -6.3945 4.1168
47 H -0.6535 -4.9063 4.0912
48 O 0.7717 4.3587 -0.9914
49 H 0.0017 4.8255 -1.3159
50 H 0.5095 3.4381 -0.9857
51 O 2.5228 -0.9424 -2.1614
52 H 2.2559 -0.7277 -1.2676
53 H 1.7724 -0.6952 -2.7018
54 O -2.9889 4.7572 -0.4107
55 H -2.9270 3.8302 -0.6411
56 H -2.3446 4.8746 0.2874
57 O 1.0235 4.1385 4.1094
58 H 1.2800 3.6037 4.8606
59 H 0.9670 3.5191 3.3819
60 O 4.4233 2.0354 2.3133
61 H 3.9359 2.4281 1.5891
62 H 4.8346 2.7777 2.7561
63 O 4.7985 -5.6329 0.4009
64 H 5.5535 -5.6452 -0.1874
65 H 4.1656 -5.0606 -0.0328

## Properties
HOMO level (alpha / beta): 2.81 / -1.05 eV
ΔE to the lowest compared entry with this formula, charge and spin: 38.09 kJ/mol
Molecular weight: 607.891 g mol⁻¹
Total charge: -3
Kohn-Sham gap (alpha / beta): 3.1 / 7.0 eV
2S+1: 2